Entry 1:
{
  "formula": "C4H9NO2",
  "method": "the ωB97M-V functional and the def2-TZVPD basis",
  "species": ["C", "C", "C", "C", "N", "O", "O", "H", "H", "H", "H", "H", "H", "H", "H", "H"],
  "coordinates": [[-1.2666, -0.3945, -0.0405], [-2.7997, -0.4206, -0.0705], [2.1789, 1.1203, 0.0450], [1.7043, -0.3163, 0.0091], [-0.5659, -0.2818, 0.9934], [2.3483, -1.2195, 0.7952], [1.3545, -0.6143, -1.2572], [-0.7719, -0.3166, -0.9353], [-3.1714, -1.3000, -0.6465], [-3.0193, 0.6912, -0.3941], [-3.0825, -0.6667, 0.9470], [1.7677, 1.6251, 0.8873], [1.8649, 1.5951, -0.9136], [3.3789, 1.1640, 0.2181], [2.9496, -0.8654, 1.4257], [0.7492, -1.4193, -1.1655]],
  "forces_ev_per_angstrom": [[-0.98, 0.09, 2.60], [1.07, 0.85, -0.01], [2.34, -0.52, -0.24], [-0.32, 2.10, 1.07], [1.19, -0.25, -0.63], [-1.53, -1.20, -2.02], [-0.97, -2.75, 1.03], [0.95, 0.03, -2.91], [0.09, 1.24, -0.35], [-0.50, -2.55, 0.41], [-0.41, 0.64, 0.25], [-0.46, 0.50, 0.56], [0.51, -0.17, 0.92], [-2.62, -0.11, -0.75], [0.52, 0.99, 0.67], [1.13, 1.10, -0.60]],
  "lumo_ev": [0.5, 0.4],
  "homo_lumo_gap_ev": [8.62, 7.42]
}

Entry 2:
{
  "formula": "C4H10FOP",
  "method": "the ωB97M-V functional and the def2-TZVPD basis",
  "species": ["C", "C", "C", "C", "O", "F", "P", "H", "H", "H", "H", "H", "H", "H", "H", "H", "H"],
  "coordinates": [[-1.7482, 0.2298, 1.3044], [-1.3675, 0.2355, -1.2791], [-0.7963, -0.2344, 0.0897], [1.5829, -0.4942, -0.4326], [0.4631, 0.2206, 0.3186], [2.0181, -1.6770, 0.2840], [2.9098, 0.8235, -0.1237], [-1.4923, -0.2451, 2.2417], [-1.4978, 1.3356, 1.3644], [-2.7167, -0.0582, 0.8596], [-1.6154, 1.2641, -1.2104], [-2.2535, -0.4050, -1.3064], [-0.7926, -0.0668, -2.0939], [-0.7617, -1.2837, 0.0912], [1.4060, -0.7432, -1.4655], [4.1940, 0.2688, 0.1172], [2.4681, 0.8297, 1.2409]],
  "forces_ev_per_angstrom": [[1.73, 0.70, -2.82], [-1.17, -1.68, 2.94], [-2.24, 0.66, 0.31], [-2.19, 0.68, 2.90], [4.23, -0.96, -1.22], [-0.93, 1.96, -1.12], [1.77, -1.17, 0.05], [-0.10, -0.25, 0.01], [-1.05, -1.14, 0.12], [-0.04, 0.67, 1.06], [-0.20, 0.98, -0.40], [-0.45, 0.53, -0.53], [1.25, -0.06, -1.33], [-0.20, -1.76, -0.03], [-0.48, -0.27, -0.15], [0.30, 0.96, -0.20], [-0.23, 0.17, 0.39]],
  "spin_multiplicity": 3,
  "lumo_ev": [1.1, -2.9],
  "s2": 2.0030,
  "homo_lumo_gap_ev": [5.66, 7.57]
}

Entry 3:
{
  "formula": "C47H43Br2N7O2P2Pb",
  "method": "the ωB97M-V functional and the def2-TZVPD basis",
  "species": ["Pb", "C", "N", "C", "P", "C", "C", "C", "C", "C", "C", "C", "C", "C", "C", "C", "C", "C", "C", "C", "C", "C", "C", "P", "C", "C", "C", "C", "C", "C", "C", "C", "C", "C", "C", "C", "H", "H", "H", "H", "H", "H", "H", "H", "H", "H", "H", "H", "H", "H", "H", "H", "H", "H", "H", "H", "H", "H", "H", "H", "H", "H", "H", "H", "H", "Br", "C", "C", "C", "Br", "C", "C", "C", "C", "N", "C", "C", "O", "H", "H", "H", "H", "N", "C", "C", "N", "H", "H", "H", "H", "H", "H", "H", "H", "N", "C", "O", "C", "C", "N", "C", "N", "H", "H"],
  "coordinates": [[1.3776, -0.2744, 0.8111], [-2.3225, 1.4285, -1.4867], [-2.9865, 0.1914, -1.8143], [-2.1573, -0.8593, -2.3260], [-1.0450, -1.4909, -0.9272], [-2.3389, -1.4782, 0.3620], [-3.4929, -2.2484, 0.2551], [-4.5000, -2.1214, 1.1928], [-4.3592, -1.2377, 2.2514], [-3.2013, -0.4878, 2.3780], [-2.1957, -0.6034, 1.4345], [-0.8840, -3.2576, -1.3913], [-0.1476, -3.5068, -2.5521], [0.2144, -4.7965, -2.8906], [-0.1444, -5.8550, -2.0690], [-0.8614, -5.6137, -0.9090], [-1.2218, -4.3234, -0.5624], [-4.3601, 0.2189, -2.0298], [-5.0647, 1.4293, -2.0259], [-6.4360, 1.4612, -2.1968], [-7.1597, 0.2954, -2.3672], [-6.4781, -0.9084, -2.3801], [-5.1067, -0.9488, -2.2249], [-0.5100, 1.2923, -0.9922], [0.2255, 1.2772, -2.6703], [-0.0240, 2.2831, -3.6009], [0.5717, 2.2404, -4.8494], [1.4017, 1.1845, -5.1924], [1.6386, 0.1691, -4.2795], [1.0552, 0.2172, -3.0251], [-0.3050, 3.0267, -0.4449], [0.5529, 3.9463, -1.0341], [0.6826, 5.2122, -0.4909], [-0.0019, 5.5548, 0.6622], [-0.8081, 4.6189, 1.2914], [-0.9556, 3.3606, 0.7431], [-2.8292, 1.8770, -0.6235], [-2.3582, 2.1411, -2.3289], [-1.5272, -0.4981, -3.1516], [-2.7626, -1.6893, -2.6892], [-3.6010, -2.9430, -0.5663], [-5.4022, -2.7056, 1.0878], [-5.1507, -1.1371, 2.9787], [-3.0760, 0.1971, 3.2033], [-1.2998, -0.0021, 1.5340], [0.1422, -2.6724, -3.1796], [0.7850, -4.9784, -3.7892], [0.1377, -6.8638, -2.3317], [-1.1399, -6.4330, -0.2633], [-1.7782, -4.1478, 0.3476], [-4.5528, 2.3701, -1.9056], [-6.9434, 2.4151, -2.2002], [-8.2313, 0.3231, -2.4935], [-7.0206, -1.8341, -2.5099], [-4.6305, -1.9150, -2.2514], [-0.6772, 3.1090, -3.3515], [0.3857, 3.0337, -5.5585], [1.8520, 1.1473, -6.1733], [2.2816, -0.6595, -4.5432], [1.2652, -0.5577, -2.3011], [1.1294, 3.6800, -1.9070], [1.3327, 5.9275, -0.9712], [0.1060, 6.5439, 1.0804], [-1.3095, 4.8639, 2.2158], [-1.5661, 2.6210, 1.2446], [-0.2956, 2.2246, 5.1992], [1.5115, 1.8283, 4.7800], [2.4987, 2.0413, 5.7170], [3.8122, 1.7281, 5.3969], [5.1965, 2.0095, 6.6742], [4.0970, 1.1774, 4.1617], [5.4257, 0.7960, 3.5600], [5.2823, -0.6508, 3.1647], [4.2690, -0.8316, 2.3263], [3.4861, 0.3367, 2.0058], [3.0767, 0.9484, 3.2557], [1.7350, 1.2804, 3.4986], [0.7725, 1.0802, 2.6625], [2.2513, 2.4531, 6.6832], [6.2896, 1.0216, 4.1841], [5.9883, -1.4015, 3.4720], [3.9975, -1.7360, 1.8162], [2.0129, -2.8804, 0.4334], [1.7735, -3.7528, 1.5785], [0.5959, -3.2150, 2.3942], [0.9045, -1.8701, 2.8509], [1.3477, -3.0870, -0.3048], [2.9507, -2.9817, 0.0632], [2.6649, -3.7565, 2.2118], [1.5618, -4.7891, 1.2793], [0.3834, -3.9138, 3.2150], [-0.2852, -3.1444, 1.7533], [1.6804, -1.8779, 3.5044], [0.1085, -1.4394, 3.3071], [3.4812, 2.4522, -1.8645], [3.5445, 1.6100, -0.7896], [2.8412, 0.5564, -0.8553], [4.3877, 1.9788, 0.2759], [5.2499, 3.0678, 0.0800], [5.9194, 3.9787, -0.1381], [4.5325, 1.3190, 1.5227], [5.5037, 1.5378, 2.3095], [4.1464, 3.2038, -1.9230], [3.0825, 2.0918, -2.7159]],
  "forces_ev_per_angstrom": [[-0.23, 0.35, 0.28], [0.07, 0.34, 0.09], [0.06, 0.16, -0.04], [0.18, -0.32, -0.11], [-0.69, -0.83, -0.27], [0.28, -0.18, -0.07], [0.05, 0.10, 0.09], [-0.08, -0.08, -0.01], [0.01, 0.01, 0.05], [-0.06, 0.09, 0.13], [0.07, -0.13, -0.06], [0.11, 0.30, 0.15], [-0.15, 0.04, 0.05], [0.03, -0.08, -0.09], [0.03, -0.07, -0.02], [0.05, -0.15, 0.01], [-0.07, 0.06, -0.06], [-0.17, 0.03, -0.02], [0.14, 0.14, 0.04], [-0.14, -0.08, 0.01], [-0.14, 0.06, 0.00], [-0.02, 0.02, -0.03], [0.07, -0.18, -0.08], [-0.56, 1.15, -0.54], [0.06, -0.04, 0.13], [-0.02, -0.13, -0.01], [-0.03, 0.09, -0.11], [0.00, -0.03, -0.02], [0.02, -0.13, -0.09], [-0.02, 0.09, 0.03], [0.03, -0.26, 0.04], [-0.09, -0.05, -0.05], [0.08, 0.11, 0.04], [0.02, 0.04, 0.00], [-0.06, 0.05, 0.07], [0.01, -0.02, -0.12], [0.08, 0.07, -0.16], [-0.06, 0.00, 0.22], [-0.14, -0.20, 0.03], [0.12, 0.11, 0.01], [-0.05, -0.02, -0.02], [-0.09, -0.05, 0.02], [-0.07, 0.01, 0.06], [-0.01, 0.07, 0.10], [-0.02, 0.09, 0.09], [0.07, 0.00, -0.10], [0.03, -0.02, -0.09], [0.03, -0.07, -0.02], [-0.02, -0.11, 0.05], [0.00, -0.03, 0.03], [0.11, 0.03, 0.03], [-0.01, 0.08, 0.02], [-0.08, 0.01, -0.01], [-0.01, -0.08, -0.03], [0.07, -0.05, 0.01], [0.01, 0.03, 0.01], [-0.03, 0.05, -0.07], [0.06, 0.02, -0.07], [0.05, -0.03, -0.01], [0.02, -0.01, -0.07], [-0.01, 0.03, 0.02], [0.09, 0.09, 0.00], [0.03, 0.09, 0.06], [-0.04, 0.02, 0.07], [-0.05, -0.03, 0.12], [0.00, 0.07, 0.11], [-0.24, 0.04, 0.22], [-0.05, 0.06, -0.08], [0.30, -0.19, -0.11], [-0.14, 0.01, -0.07], [-0.16, 0.11, 0.42], [-0.03, -0.04, 0.17], [-0.24, -0.16, -0.18], [0.45, -0.76, 0.35], [0.53, 0.46, -0.12], [-0.58, 0.29, 0.82], [0.20, 0.00, 0.13], [-0.09, -0.17, -0.61], [-0.01, 0.03, 0.05], [-0.21, -0.10, -0.03], [0.01, -0.22, 0.03], [0.02, -0.29, -0.07], [0.36, -0.21, -0.07], [-0.34, -0.15, 0.18], [0.31, -0.30, -0.08], [0.07, -0.12, 0.31], [0.11, -0.03, -0.11], [-0.06, -0.15, -0.12], [0.00, -0.05, -0.03], [0.09, 0.12, 0.10], [-0.08, 0.06, -0.13], [-0.07, -0.11, 0.04], [-0.03, 0.09, 0.15], [0.06, 0.16, 0.07], [0.07, -0.07, 0.03], [0.09, 0.17, -0.41], [0.21, -0.04, 0.14], [-0.51, -0.25, -0.08], [0.16, 0.41, -0.07], [0.20, 0.28, -0.16], [0.32, -0.01, 0.07], [0.30, 0.44, -0.52], [0.03, 0.09, -0.09], [0.02, -0.07, 0.05]],
  "lumo_ev": 0.1,
  "homo_lumo_gap_ev": 7.39
}

Entry 4:
{
  "formula": "C6H6O2",
  "method": "the ωB97M-V functional and the def2-TZVPD basis",
  "species": ["C", "C", "C", "C", "C", "C", "H", "H", "H", "H", "H", "H", "O", "O"],
  "coordinates": [[-1.2608, 1.1904, -0.0625], [0.1157, 1.4680, -0.2978], [1.2827, 0.7306, 0.2706], [1.0957, -0.7248, 0.3690], [-0.0108, -1.6481, -0.1417], [-1.2947, -1.1894, -0.1322], [-1.9542, 1.9941, -0.1595], [0.1759, 2.5088, -0.4472], [1.9032, 1.2172, 1.0128], [1.8536, -1.1802, 1.1016], [0.2473, -2.5590, -0.5083], [-2.2558, -1.6900, -0.5190], [-1.9583, 0.0044, 0.0955], [2.0603, -0.1221, -0.5814]],
  "forces_ev_per_angstrom": [[3.40, -0.42, -0.95], [-3.77, -1.11, 2.14], [-1.18, -1.17, -1.08], [3.11, -1.75, 0.61], [-1.74, 6.00, 1.75], [-2.14, -1.83, -1.66], [-0.45, 0.37, -0.14], [0.57, 1.15, -0.39], [-0.26, 0.28, 0.10], [-1.91, 0.23, -0.51], [0.45, -2.54, -0.85], [2.29, -0.86, 0.59], [2.82, 1.50, 0.57], [-1.20, 0.16, -0.19]],
  "lumo_ev": 0.8,
  "homo_lumo_gap_ev": 10.01,
  "smiles": "C1=C[C@@H]2O[C@@H]2C=CO1"
}